[1]
A molecular structure, C51H55Cl4F3N9NiO2, computed with ωB97M-V with the def2-TZVPD basis set.

Cartesian coordinates (Å):
Ni -3.000 -0.399 -1.850
C -0.401 -1.028 0.191
O -0.723 -1.119 1.564
O -1.528 -0.618 -0.423
C 0.855 -0.168 0.078
F 0.736 1.098 0.566
F 1.889 -0.743 0.728
F 1.242 0.012 -1.216
C -0.312 -2.252 2.307
C -1.161 -2.188 3.589
H -2.191 -2.441 3.325
H -0.830 -2.993 4.251
H -1.143 -1.247 4.130
H 0.714 -2.202 2.689
H -0.482 -3.197 1.785
H -0.132 -2.011 -0.230
N -2.359 -2.222 -2.753
C -1.074 -2.473 -3.032
C -0.698 -3.473 -3.923
C -1.628 -4.196 -4.620
C -2.969 -3.932 -4.333
C -3.286 -3.003 -3.370
H -0.325 -1.946 -2.457
H 0.354 -3.628 -4.130
H -1.401 -4.882 -5.423
H -3.727 -4.438 -4.915
H -4.299 -2.729 -3.104
N -3.646 1.522 -0.752
C -4.201 2.525 -1.457
C -4.163 3.841 -1.061
C -3.702 4.117 0.218
C -3.201 3.081 1.029
C -3.102 1.824 0.423
H -4.682 2.249 -2.388
H -4.388 4.657 -1.733
H -3.704 5.155 0.524
H -2.888 3.379 2.018
H -2.700 1.035 1.048
N 5.517 3.485 -0.470
C 5.034 2.366 -1.028
C 4.231 1.481 -0.309
C 4.020 1.625 1.039
C 4.487 2.827 1.586
C 5.187 3.734 0.815
H 5.409 2.208 -2.029
H 3.792 0.636 -0.828
H 3.367 0.982 1.607
H 4.213 3.184 2.573
H 5.464 4.740 1.102
N -0.926 -8.567 2.131
C -1.520 -7.383 1.941
C -1.064 -6.228 2.516
C 0.125 -6.240 3.213
C 0.797 -7.440 3.345
C 0.207 -8.606 2.828
H -2.462 -7.449 1.408
H -1.532 -5.260 2.371
H 0.534 -5.312 3.591
H 1.754 -7.480 3.849
H 0.562 -9.580 3.139
N -1.836 3.490 4.707
C -1.696 2.258 4.231
C -0.620 1.772 3.483
C 0.399 2.673 3.270
C 0.304 3.982 3.756
C -0.827 4.334 4.494
H -2.565 1.617 4.352
H -0.755 0.810 3.010
H 1.229 2.497 2.595
H 1.097 4.676 3.520
H -0.946 5.368 4.794
N -0.246 5.793 -0.118
C 0.277 4.587 0.060
C 1.580 4.219 -0.322
C 2.303 5.153 -1.027
C 1.800 6.444 -1.206
C 0.537 6.705 -0.747
H -0.360 3.935 0.651
H 1.813 3.191 -0.079
H 3.265 4.892 -1.454
H 2.454 7.152 -1.694
H 0.030 7.650 -0.900
N -4.433 -1.359 -0.575
C -3.961 -2.398 0.130
C -4.757 -3.376 0.723
C -6.126 -3.178 0.693
C -6.585 -1.965 0.229
C -5.754 -1.096 -0.451
H -2.884 -2.489 0.190
H -4.255 -4.233 1.146
H -6.802 -3.930 1.079
H -7.646 -1.762 0.303
H -6.161 -0.160 -0.804
N 4.138 -0.499 -4.280
C 4.835 -0.137 -5.360
C 4.990 1.207 -5.680
C 4.438 2.187 -4.877
C 3.750 1.811 -3.723
C 3.625 0.450 -3.498
H 5.362 -0.864 -5.962
H 5.568 1.514 -6.543
H 4.599 3.241 -5.059
H 3.360 2.549 -3.035
H 3.006 0.057 -2.698
N -1.720 0.900 -2.964
C -1.497 0.665 -4.274
C -0.486 1.268 -5.003
C 0.343 2.185 -4.366
C 0.086 2.481 -3.033
C -0.977 1.875 -2.407
H -2.101 -0.100 -4.745
H -0.395 1.061 -6.059
H 1.269 2.582 -4.761
H 0.766 3.145 -2.516
H -1.139 2.023 -1.346
C 1.656 -1.576 6.078
Cl 0.056 -1.440 6.867
Cl 2.365 -3.194 6.212
H 1.557 -1.378 5.019
H 2.274 -0.852 6.594
C 4.697 -2.387 2.316
Cl 6.083 -1.389 1.844
Cl 3.545 -1.432 3.306
H 4.147 -2.595 1.405
H 4.984 -3.299 2.823

Total charge ... +1
<S²> ... 2.005
HOMO (spin up / spin down) ... -0.408 / -0.408 Eh
Spin multiplicity ... 3

Results of the Mulliken charge analysis, in e, for atoms 1 through 4: Ni 0.27; C -1.66; O 0.24; O 1.64



[2]
A molecular structure, C51H55Cl5IrN3OP2, computed with ωB97M-V with the def2-TZVPD basis set.

Cartesian coordinates (Å):
Ir -0.324 0.098 0.267
Cl 1.734 1.924 1.370
C 2.696 2.235 -0.006
C 2.178 1.939 -1.280
C 3.044 1.985 -2.381
Cl 2.521 1.426 -3.915
C 4.348 2.430 -2.232
Cl 5.396 2.469 -3.588
C 4.822 2.836 -0.970
Cl 6.417 3.432 -0.800
C 3.997 2.686 0.147
Cl 4.590 3.049 1.716
C -4.537 1.808 -3.911
C -3.775 2.389 -2.912
C -2.744 1.677 -2.325
C -2.426 0.398 -2.762
C -3.209 -0.187 -3.755
C -4.264 0.510 -4.316
P -1.037 -0.557 -2.041
C -0.012 -0.989 -3.478
C 1.074 -1.832 -3.229
C 1.992 -2.102 -4.225
C 1.849 -1.513 -5.473
C 0.776 -0.672 -5.726
C -0.151 -0.405 -4.734
C -1.973 -2.045 -1.582
C -2.171 -3.163 -2.351
C -3.075 -4.144 -1.920
C -3.795 -3.968 -0.769
C -3.636 -2.811 0.023
C -4.433 -2.537 1.154
C -4.270 -1.366 1.843
C -3.252 -0.458 1.500
C -2.413 -0.700 0.435
C -2.662 -1.854 -0.359
H -5.349 2.359 -4.362
H -3.986 3.396 -2.581
H -2.181 2.120 -1.521
H -2.998 -1.194 -4.085
H -4.877 0.043 -5.074
H 1.182 -2.257 -2.238
H 2.823 -2.767 -4.034
H 2.577 -1.707 -6.247
H 0.665 -0.216 -6.698
H -0.988 0.248 -4.938
H -1.631 -3.293 -3.280
H -3.227 -5.023 -2.527
H -4.519 -4.706 -0.457
H -5.185 -3.255 1.450
H -4.912 -1.138 2.681
H -3.138 0.430 2.108
C 1.505 -4.869 3.055
C 1.281 -3.855 1.942
C -0.014 -4.149 1.179
C 2.418 -3.917 0.925
P 1.219 -2.045 2.569
N 0.658 -1.175 1.386
C 2.994 -1.403 3.000
C 2.841 -0.135 3.839
C 3.876 -2.390 3.756
C 3.644 -1.000 1.673
C 0.002 -1.865 4.055
C -0.429 -0.399 4.098
C 0.557 -2.292 5.407
C -1.255 -2.677 3.752
H 1.626 -5.856 2.610
H 0.657 -4.921 3.732
H 2.399 -4.647 3.633
H 0.159 -4.972 0.488
H -0.317 -3.279 0.598
H -0.831 -4.440 1.830
H 2.359 -4.856 0.378
H 3.395 -3.879 1.394
H 2.321 -3.098 0.214
H 2.586 -0.362 4.869
H 2.082 0.512 3.412
H 3.785 0.410 3.846
H 3.406 -2.730 4.677
H 4.802 -1.879 4.024
H 4.144 -3.256 3.155
H 2.908 -0.534 1.022
H 4.079 -1.845 1.151
H 4.437 -0.278 1.862
H 0.322 0.242 4.546
H -1.336 -0.309 4.694
H -0.651 -0.054 3.084
H 1.361 -1.646 5.744
H 0.911 -3.318 5.405
H -0.245 -2.215 6.140
H -2.025 -2.399 4.470
H -1.626 -2.453 2.757
H -1.097 -3.744 3.861
C -1.416 5.952 -1.443
N -0.650 4.854 -1.949
N -0.215 3.839 -1.103
C 0.172 2.776 -1.913
O 0.811 1.669 -1.417
C -0.052 3.138 -3.239
C -0.582 4.406 -3.247
C -1.069 5.206 -4.396
C -0.346 3.899 0.287
C 0.230 4.961 0.996
C 0.142 5.011 2.371
C -0.528 4.015 3.071
C -1.119 2.971 2.377
C -1.031 2.901 0.998
H -0.773 6.787 -1.151
H -1.990 5.626 -0.573
H -2.106 6.298 -2.210
H 0.122 2.512 -4.087
H -0.746 4.733 -5.319
H -0.697 6.230 -4.374
H -2.161 5.242 -4.403
H 0.762 5.728 0.454
H 0.605 5.832 2.898
H -0.594 4.059 4.147
H -1.672 2.217 2.915
H -1.535 2.086 0.471

Total charge ... +1
<S²> ... 0.757
Energy relative to the best compared isomer or geometry (same formula, charge and spin) ... 321.45 kJ/mol
HOMO (spin up / spin down) ... -0.315 / -0.312 Eh
Spin multiplicity ... 2

Results of the Mulliken charge analysis, in e, for atoms 1 through 4: Ir 2.83; Cl 0.09; C 0.59; C -2.03